1.
95
Properties=species:S:1:pos:R:3:forces:R:3:mulliken_charge:R:1 method="wB97M-V/def2-TZVPD" lumo_energy_ev=-1.14 smiles="C=CCc1cc(CCCCCCCCCCC)c2c(c1C[SH](=O)=O)C(=O)C(OC#N)=C(C)C2=O.C1CCOC1.C1CCOC1" charge=0 homo_energy_ev=-8.6 multiplicity=1
C 5.095 -3.759 2.124 -0.296 -0.287 0.154 -0.763
C 4.203 -4.474 1.413 0.305 0.293 0.249 -0.236
C 2.824 -3.956 0.989 0.681 -0.391 1.283 -1.105
C 2.816 -2.446 0.966 -0.323 -0.188 -0.013 0.269
C 2.059 -1.797 1.928 0.079 0.261 -0.074 -1.235
C 1.986 -0.407 2.046 0.021 -0.429 0.202 0.578
C 1.139 0.160 3.162 0.301 0.576 -0.208 -1.660
C 0.042 1.135 2.715 -0.696 -0.350 0.346 -0.599
C -1.210 0.430 2.125 0.403 0.457 -0.271 -0.488
C -1.493 0.815 0.658 -0.048 -0.084 -0.091 0.531
C -2.921 1.281 0.382 -0.354 -0.281 -0.254 -1.198
C -4.034 0.309 0.820 0.414 0.297 0.090 -0.522
C -3.861 -1.143 0.357 -0.296 -0.041 0.021 -0.103
C -4.666 -1.538 -0.891 -0.107 -0.141 0.286 -0.972
C -6.184 -1.328 -0.838 -0.033 -0.472 -0.265 -0.610
C -6.960 -2.323 0.032 -0.620 0.458 0.195 -0.494
C -6.778 -2.147 1.553 0.848 -0.146 -0.557 -0.971
C 2.714 0.338 1.121 -0.220 0.009 0.082 1.023
C 3.452 -0.304 0.115 0.217 0.177 -0.151 0.133
C 3.535 -1.690 0.027 0.089 0.104 0.205 1.667
C 4.337 -2.367 -1.049 -0.602 -0.195 -0.083 -1.706
S 6.125 -2.332 -0.802 0.432 0.067 0.551 0.991
O 6.466 -1.461 0.288 -0.149 0.052 -0.005 -0.576
O 6.629 -3.678 -0.765 -0.165 -0.103 -0.415 -0.696
C 4.138 0.560 -0.900 -0.075 0.185 -0.003 -0.097
O 5.113 0.243 -1.541 -0.194 -0.182 -0.278 -0.565
C 3.505 1.893 -1.126 -0.034 -0.403 0.268 0.609
O 3.720 2.432 -2.412 -0.075 -0.264 0.002 -0.501
C 2.642 2.489 -3.134 0.071 0.780 0.145 0.407
N 1.704 2.725 -3.762 0.048 -0.419 -0.077 -0.476
C 2.833 2.521 -0.173 -0.069 0.320 -0.145 0.834
C 2.166 3.846 -0.299 -0.438 -0.138 -0.086 -1.943
C 2.732 1.825 1.156 0.297 0.050 -0.228 -0.116
O 2.686 2.490 2.163 -0.097 -0.089 0.107 -0.582
H 4.802 -3.172 2.992 -0.206 1.163 -0.907 0.264
H 6.153 -3.755 1.880 0.164 -1.108 0.781 0.328
H 4.486 -5.486 1.129 0.268 0.451 -1.230 0.368
H 2.088 -4.296 1.724 -0.367 -0.058 -0.385 0.519
H 2.621 -4.384 0.009 -0.288 0.008 0.035 0.181
H 1.515 -2.394 2.649 -0.041 -0.039 -0.049 0.398
H 1.791 0.667 3.877 0.048 -0.001 -0.066 0.480
H 0.671 -0.668 3.697 0.003 -0.022 -0.015 0.443
H 0.382 1.884 2.008 0.217 -0.027 0.042 0.213
H -0.267 1.691 3.604 0.062 0.048 -0.020 0.534
H -2.070 0.701 2.739 -0.049 -0.143 0.002 0.359
H -1.075 -0.652 2.192 -0.154 -0.017 0.095 0.318
H -0.821 1.609 0.318 0.029 0.033 0.155 0.042
H -1.263 -0.035 0.010 0.000 0.014 -0.018 -0.118
H -3.111 2.247 0.859 0.110 0.003 0.050 0.125
H -3.032 1.454 -0.694 0.111 0.049 0.002 0.407
H -4.976 0.730 0.464 -0.054 -0.126 -0.015 0.457
H -4.111 0.339 1.911 0.049 -0.077 0.000 0.303
H -2.815 -1.383 0.153 0.048 0.152 0.058 0.114
H -4.136 -1.794 1.188 -0.066 -0.095 -0.089 0.140
H -4.512 -2.613 -1.041 0.076 0.032 -0.148 0.417
H -4.259 -1.044 -1.777 0.009 0.124 0.062 0.302
H -6.548 -1.468 -1.861 -0.019 0.114 0.002 0.325
H -6.477 -0.314 -0.555 0.173 0.053 0.032 0.291
H -6.767 -3.347 -0.298 0.140 -0.018 0.116 0.319
H -8.020 -2.147 -0.178 0.026 -0.070 -0.110 0.353
H -7.693 -2.322 2.113 0.004 -0.013 0.041 0.357
H -5.993 -2.819 1.906 -0.173 -0.078 0.217 0.251
H -6.392 -1.145 1.745 -0.321 0.094 0.190 0.197
H 4.092 -1.936 -2.020 0.331 0.071 -0.034 0.791
H 4.047 -3.413 -1.107 0.257 -0.062 0.003 0.379
H 6.568 -1.750 -1.944 -0.189 -0.051 0.007 0.168
H 2.350 4.321 -1.259 0.193 0.086 0.073 0.412
H 1.083 3.685 -0.238 0.006 0.049 0.039 0.249
H 2.412 4.501 0.534 0.213 -0.049 -0.022 0.462
C -0.902 7.480 0.772 -0.159 -0.013 -0.056 -0.568
C -1.702 6.738 1.841 0.105 -0.017 0.079 -0.604
C -1.992 5.413 1.149 -0.093 0.031 -0.085 -0.277
O -0.891 5.166 0.270 0.006 0.038 0.022 -0.337
C -0.094 6.348 0.156 0.108 -0.014 0.069 -0.334
H -0.278 8.281 1.165 0.017 -0.023 0.017 0.343
H -1.579 7.908 0.029 0.012 0.003 -0.003 0.263
H -1.079 6.573 2.723 -0.015 -0.006 0.004 0.261
H -2.605 7.257 2.155 -0.010 -0.002 -0.025 0.377
H -2.906 5.469 0.549 -0.030 0.005 0.049 0.241
H -2.087 4.580 1.848 0.044 -0.036 -0.032 0.149
H 0.839 6.187 0.706 0.023 0.096 -0.006 0.174
H 0.148 6.523 -0.893 -0.019 -0.082 -0.019 0.329
C -0.198 -2.731 -3.976 0.101 0.086 -0.080 -0.617
C 0.473 -3.988 -4.525 -0.094 -0.075 0.070 -0.620
C 1.794 -3.988 -3.770 0.069 0.093 -0.053 -0.548
O 1.536 -3.377 -2.502 0.048 0.018 0.025 -0.239
C 0.246 -2.754 -2.521 -0.077 -0.081 0.094 -0.136
H -1.281 -2.727 -4.086 -0.003 -0.021 0.013 0.350
H 0.199 -1.846 -4.478 -0.018 0.011 0.015 0.303
H -0.113 -4.871 -4.259 0.016 -0.008 -0.008 0.262
H 0.604 -3.981 -5.605 0.014 0.024 0.001 0.349
H 2.550 -3.392 -4.295 -0.002 -0.038 -0.047 0.293
H 2.194 -4.991 -3.612 0.011 0.014 0.062 0.318
H -0.435 -3.353 -1.907 -0.042 0.038 -0.004 0.187
H 0.321 -1.758 -2.082 0.066 -0.012 0.026 0.108

---

2.
66
Properties=species:S:1:pos:R:3:forces:R:3:lowdin_spin:R:1 method="wB97M-V/def2-TZVPD" lumo_energy_ev="2.66 / 2.67" s2=9.3721 charge=-1 homo_energy_ev="-0.5 / -0.6" multiplicity=6
Dy 0.426 0.416 -0.573 1.639 -0.818 2.509 5.104
Cl -1.779 -0.091 0.542 -1.436 -0.074 0.646 -0.013
N -0.046 -1.916 -1.099 -0.695 -0.291 -2.588 -0.010
N -0.009 2.312 1.049 -0.842 1.786 -0.842 -0.013
C -0.089 -2.056 -2.409 0.037 0.846 2.873 0.006
C -0.369 3.381 0.388 0.614 -2.549 0.817 0.003
C -0.440 -3.245 -0.531 0.506 0.154 -0.012 0.000
C -0.060 -4.177 -1.678 0.485 0.088 -0.522 0.000
C -1.940 -3.325 -0.328 -0.494 0.311 0.078 0.000
C 0.288 -3.546 0.768 0.158 -0.203 -0.128 -0.001
H -2.465 -3.286 -1.294 0.057 0.074 0.186 0.000
H -2.279 -2.491 0.293 0.000 -0.231 -0.157 0.000
H -2.185 -4.279 0.156 0.022 0.092 -0.067 0.000
H 1.369 -3.436 0.627 -0.158 0.100 0.169 0.000
H 0.072 -4.582 1.058 0.030 0.082 0.042 0.000
H -0.048 -2.878 1.570 0.141 -0.039 -0.272 0.000
C -0.149 2.608 2.519 0.284 -0.271 -0.541 -0.001
C -0.534 4.086 2.520 -0.134 0.733 -0.577 0.000
C 1.176 2.382 3.228 0.176 0.087 -0.007 0.000
C -1.235 1.783 3.181 -0.347 -0.214 0.012 0.000
H -2.208 1.994 2.726 0.109 -0.183 0.008 0.000
H -1.289 2.053 4.243 0.053 0.017 -0.082 0.000
H -1.037 0.710 3.100 -0.038 0.204 -0.069 0.000
H 1.957 2.981 2.748 0.021 -0.218 0.100 0.000
H 1.467 1.327 3.189 -0.015 0.231 -0.040 0.000
H 1.080 2.691 4.279 0.033 -0.057 -0.136 0.000
O -0.692 4.443 1.106 -0.330 1.151 0.831 0.002
H 0.241 4.737 2.947 -0.133 -0.131 -0.182 0.000
H -1.495 4.310 2.995 0.184 -0.159 -0.004 0.000
O -0.096 -3.295 -2.860 -0.281 -1.478 -0.448 0.003
H -0.763 -4.995 -1.873 0.140 0.260 0.139 0.000
H 0.959 -4.578 -1.570 -0.202 0.196 -0.189 0.000
C -0.095 -0.910 -3.394 0.115 -0.188 -0.016 0.001
C -0.397 3.516 -1.124 -0.044 0.172 0.295 0.003
C -1.196 2.450 -1.880 -1.358 -0.552 -0.653 -0.001
H 0.661 3.425 -1.420 -0.340 -0.004 -0.174 0.002
H -0.725 4.538 -1.361 0.051 -0.261 0.079 0.000
C -0.537 1.355 -2.375 3.314 0.394 -0.931 -0.004
C -1.035 0.246 -3.021 -1.383 0.662 0.151 0.002
H 1.805 -0.336 0.725 -1.816 -2.327 0.403 -0.021
C -2.425 0.277 -3.263 0.644 -0.405 -0.045 0.001
C -3.151 1.391 -2.829 0.072 -0.068 -0.132 0.001
C -3.054 -0.878 -3.979 -0.497 -0.065 -0.076 0.000
C -2.583 2.462 -2.133 0.738 0.527 0.438 0.003
H -4.212 1.432 -3.064 -0.011 -0.026 0.108 0.000
C -3.364 3.638 -1.643 -0.551 0.124 -0.004 0.001
H -4.384 3.636 -2.031 -0.017 0.048 0.041 0.000
H -2.877 4.566 -1.958 -0.118 0.005 0.025 0.000
H -3.417 3.660 -0.547 0.027 -0.063 -0.158 0.000
H -2.434 -1.190 -4.823 -0.102 -0.011 0.004 0.000
H -4.043 -0.613 -4.358 -0.036 -0.063 -0.033 0.000
H -3.176 -1.752 -3.326 0.078 0.150 -0.018 0.000
H -0.312 -1.325 -4.388 0.115 0.084 0.210 0.001
H 0.949 -0.543 -3.403 -0.438 0.126 -0.240 0.000
S 2.821 0.661 0.575 2.131 2.852 -0.818 -0.039
C 3.773 -0.536 1.533 -1.036 -1.204 -0.886 -0.010
C 3.110 -1.261 2.535 0.940 -0.230 -0.150 -0.005
C 3.803 -2.288 3.196 0.097 1.003 -0.670 -0.002
C 5.116 -2.581 2.803 -0.398 -0.093 0.223 0.000
C 5.671 -2.002 1.663 -0.053 0.646 -0.432 -0.003
C 4.984 -0.982 0.998 -0.472 -0.010 0.656 -0.003
H 2.036 -1.087 2.652 0.236 0.055 0.247 -0.003
H 3.291 -2.829 3.975 0.146 -0.233 0.292 0.000
H 5.687 -3.286 3.384 0.105 -0.335 -0.035 0.000
H 6.623 -2.321 1.245 -0.067 -0.171 0.281 0.000
H 5.256 -0.570 0.021 0.344 -0.040 0.473 -0.002

---

3.
24
Properties=species:S:1:pos:R:3:forces:R:3:mulliken_charge:R:1 method="wB97M-V/def2-TZVPD" lumo_energy_ev=0.83 smiles="C=CC.C=CC.NC=O" charge=0 homo_energy_ev=-8.7 multiplicity=1
C -0.447 1.218 1.603 1.518 0.769 0.823 0.283
C 0.891 1.390 1.457 -1.747 0.923 1.843 -1.016
C -1.068 0.232 2.539 0.007 -0.366 -0.405 -1.156
H -1.121 1.966 1.203 -0.023 -0.038 -0.340 0.356
H -0.758 0.027 -0.138 0.463 -0.562 -1.073 -0.202
H 1.572 0.845 2.097 0.094 -0.462 -0.293 0.290
H -0.327 -0.475 2.912 -0.025 -0.021 0.016 0.326
H 1.277 2.346 1.127 0.006 -0.130 -0.619 0.355
H 1.458 0.680 -0.103 0.210 -1.580 -2.748 0.035
H -1.866 -0.325 2.044 -0.055 -0.087 0.079 0.268
H -1.514 0.748 3.390 0.010 0.058 -0.031 0.374
C -0.250 -2.111 -0.199 0.219 0.084 -0.063 -1.031
C 1.659 0.262 -1.248 1.076 2.077 2.471 0.480
C -0.675 -0.832 -0.847 -1.690 -0.049 0.801 0.506
N 1.316 1.238 -2.122 -0.069 0.070 -0.533 -0.349
C -1.255 -0.767 -2.041 0.337 0.101 0.113 -0.862
O 2.353 -0.685 -1.510 -0.251 -0.602 -0.136 -0.591
H 1.428 1.054 -3.108 -0.059 0.041 0.056 0.227
H 0.686 1.968 -1.843 -0.042 -0.081 0.016 0.225
H -0.895 -2.339 0.650 -0.057 -0.024 0.030 0.277
H 0.769 -2.024 0.179 0.087 -0.069 0.004 0.274
H -0.287 -2.940 -0.904 0.031 -0.033 0.009 0.387
H -1.357 -1.641 -2.667 0.126 -0.143 -0.095 0.264
H -1.588 0.165 -2.472 -0.166 0.126 0.078 0.279

---

4.
90
Properties=species:S:1:pos:R:3:forces:R:3:mulliken_charge:R:1 method="wB97M-V/def2-TZVPD" lumo_energy_ev=-0.53 charge=0 homo_energy_ev=-9.2 multiplicity=1
C 3.383 -0.765 3.489 -0.609 0.134 0.416 -1.120
C 2.711 0.589 3.325 0.186 -0.182 -0.568 -0.529
C 1.758 0.657 2.122 -0.091 0.604 0.688 -0.549
N 0.337 0.698 2.571 0.677 -0.030 -0.872 -0.358
C -0.473 -0.309 1.964 -0.200 0.704 0.470 0.133
O 0.092 -1.570 2.372 -0.201 -0.345 0.150 -0.059
S -0.909 -2.277 3.391 -0.151 -1.518 -0.165 1.160
O -1.804 -3.082 2.627 -0.626 0.571 -0.462 -0.620
O -0.279 -2.979 4.437 0.879 0.938 0.593 -0.628
O -1.607 -0.941 3.875 -0.341 -0.041 0.216 -0.369
C -1.858 -0.264 2.618 -0.008 0.359 -0.535 -0.094
N -2.371 1.090 2.730 -1.279 -1.488 1.342 -0.518
C -3.367 1.226 3.458 1.765 1.280 -0.627 0.518
S -4.444 1.746 4.437 -0.428 -0.369 -0.010 -0.348
H 2.626 -1.499 3.757 -0.059 -0.250 -0.039 0.195
H 4.083 -0.726 4.315 0.347 -0.120 0.026 0.371
H 3.866 -1.099 2.578 0.255 0.002 -0.131 0.332
H 3.462 1.364 3.204 0.219 0.103 0.013 0.355
H 2.143 0.840 4.211 -0.117 0.047 0.217 0.314
H 1.963 1.586 1.599 -0.039 0.121 -0.263 0.446
H 1.938 -0.145 1.415 -0.034 -0.285 -0.042 0.315
H -0.008 1.613 2.321 -0.440 0.036 0.169 0.289
H -0.584 -0.293 0.880 0.345 -0.194 -0.210 0.224
H -2.583 -0.882 2.101 -0.069 -0.015 -0.363 0.575
N -3.807 7.121 5.222 -0.224 -0.046 0.185 -0.382
C -4.091 5.826 5.115 0.122 -0.035 -0.110 0.044
C -5.131 5.208 5.791 -0.022 0.042 0.032 -0.238
C -5.920 5.978 6.629 -0.044 -0.007 0.030 -0.346
C -5.637 7.328 6.755 0.013 -0.029 -0.020 -0.427
C -4.575 7.848 6.031 0.062 0.076 -0.026 -0.400
H -3.447 5.258 4.450 -0.033 -0.046 0.008 0.383
H -5.315 4.152 5.661 -0.006 0.016 0.018 0.051
H -6.741 5.533 7.176 -0.002 0.000 0.002 0.379
H -6.227 7.966 7.398 0.008 0.022 -0.003 0.377
H -4.320 8.900 6.097 -0.036 0.008 0.041 0.395
N 1.526 -5.475 -0.673 -0.121 -0.224 0.335 -0.228
C 1.312 -6.786 -0.774 0.065 -0.008 -0.052 -0.381
C 0.391 -7.476 0.000 -0.019 0.038 -0.003 -0.491
C -0.348 -6.766 0.934 -0.041 -0.033 0.012 -0.446
C -0.140 -5.403 1.053 0.065 0.082 0.068 -0.267
C 0.806 -4.812 0.228 0.087 0.112 -0.073 -0.312
H 1.913 -7.303 -1.516 -0.027 -0.046 0.013 0.445
H 0.259 -8.542 -0.126 0.023 -0.007 -0.009 0.415
H -1.076 -7.268 1.559 0.003 -0.001 0.008 0.404
H -0.678 -4.792 1.766 -0.030 -0.175 -0.093 0.281
H 1.000 -3.746 0.288 -0.040 0.007 0.051 0.575
N 4.159 -2.565 -3.427 -0.091 0.006 -0.003 -0.585
C 3.472 -3.505 -2.776 0.096 0.054 0.091 -0.453
C 2.406 -4.199 -3.325 -0.033 -0.046 -0.275 -0.475
C 2.027 -3.901 -4.623 0.061 0.184 -0.142 0.101
C 2.729 -2.925 -5.317 0.017 -0.026 0.104 -0.498
C 3.782 -2.293 -4.675 0.096 -0.015 -0.067 -0.640
H 3.796 -3.707 -1.761 -0.063 -0.061 0.012 0.429
H 1.890 -4.949 -2.746 0.082 0.137 -0.049 0.571
H 1.199 -4.424 -5.077 -0.013 -0.072 0.046 0.541
H 2.466 -2.659 -6.333 0.028 0.020 -0.005 0.416
H 4.361 -1.526 -5.180 -0.032 -0.014 -0.070 0.659
N -0.642 7.521 2.372 -0.073 0.049 -0.091 -0.537
C -0.158 8.029 1.240 0.064 -0.054 0.062 -0.216
C -0.884 8.850 0.391 -0.008 0.000 0.002 -0.329
C -2.190 9.158 0.734 -0.052 0.046 -0.032 -0.367
C -2.712 8.637 1.906 0.039 0.011 -0.031 -0.418
C -1.902 7.828 2.690 0.111 -0.189 0.118 -0.290
H 0.867 7.761 1.008 0.001 0.036 -0.049 0.371
H -0.437 9.235 -0.515 0.019 -0.011 -0.001 0.358
H -2.791 9.794 0.097 0.003 0.000 -0.004 0.368
H -3.727 8.852 2.212 0.000 -0.020 0.036 0.366
H -2.280 7.408 3.618 0.040 0.161 -0.143 0.819
N -0.242 -6.265 -5.203 -0.155 -0.098 -0.068 -0.240
C -0.919 -7.192 -4.529 0.092 0.026 0.111 -0.032
C -1.989 -7.898 -5.056 0.006 0.015 -0.024 -0.673
C -2.382 -7.623 -6.355 -0.048 -0.033 -0.023 -0.107
C -1.691 -6.660 -7.071 -0.002 -0.011 0.010 -0.736
C -0.633 -6.015 -6.451 0.084 0.053 0.020 -0.013
H -0.580 -7.373 -3.514 -0.043 -0.031 0.011 0.319
H -2.500 -8.643 -4.462 0.008 0.003 0.022 0.356
H -3.213 -8.152 -6.803 -0.003 -0.001 -0.001 0.381
H -1.964 -6.414 -8.088 0.017 0.015 -0.007 0.339
H -0.063 -5.255 -6.977 -0.039 -0.006 -0.052 0.336
N 2.784 2.352 -5.207 0.035 -0.018 0.042 -0.550
C 3.028 1.159 -4.666 -0.071 0.020 -0.058 -0.229
C 3.983 0.936 -3.685 0.010 0.030 0.059 -0.043
C 4.729 2.016 -3.242 0.024 0.027 0.024 -0.588
C 4.492 3.265 -3.794 -0.003 -0.025 0.007 -0.248
C 3.511 3.377 -4.768 -0.054 0.049 -0.063 -0.259
H 2.422 0.342 -5.043 0.023 -0.045 0.046 0.433
H 4.136 -0.054 -3.278 0.004 -0.009 -0.002 0.386
H 5.485 1.886 -2.478 0.003 -0.008 0.000 0.393
H 5.053 4.133 -3.478 -0.009 0.018 -0.015 0.367
H 3.291 4.336 -5.225 0.044 0.027 0.027 0.355

---

5.
14
Properties=species:S:1:pos:R:3:forces:R:3:mulliken_charge:R:1 method="wB97M-V/def2-TZVPD" lumo_energy_ev=0.81 smiles="C[C@H]1CNC(=O)O1" charge=0 homo_energy_ev=-10.1 multiplicity=1
C -0.074 1.803 0.434 -0.063 0.059 0.006 -1.359
C -0.002 0.559 -0.427 0.273 0.138 0.085 0.414
C 0.919 -0.519 0.151 0.115 0.122 0.037 -0.568
N 0.228 -1.708 -0.296 -0.094 -0.130 0.084 -0.220
C -1.120 -1.439 -0.438 -0.157 -0.276 -0.016 0.466
O -2.023 -2.228 -0.506 0.326 0.347 -0.019 -0.576
O -1.283 -0.087 -0.495 -0.120 -0.131 -0.001 -0.342
H -0.700 1.601 1.309 0.141 0.031 -0.096 0.353
H -0.493 2.657 -0.104 0.016 -0.152 0.070 0.341
H 0.932 2.070 0.779 -0.170 0.000 -0.095 0.357
H 0.301 0.799 -1.453 -0.034 -0.034 0.104 0.254
H 0.955 -0.438 1.249 0.021 -0.060 -0.165 0.307
H 1.935 -0.439 -0.248 -0.182 -0.054 0.068 0.312
H 0.463 -2.623 0.062 -0.072 0.140 -0.062 0.262